Entry 1:
Molecular formula: C18H20IN7NaSSbSe4
Method: DFT, ωB97M-V/def2-TZVPD

Output
strongest force on any atom	0.011	hartree/bohr
molecular weight	954.0	g/mol
frontier orbital gap	0.16212	hartree
relative energy (zero: lowest compared OMol25 entry of this formula, charge and spin)	0.00	kcal/mol
charge	-2
LUMO energy	3.3665	eV

Positions of all 53 atoms, in Å:
1 I -0.9914 0.2640 5.2342
2 Sb 2.7850 0.1143 -2.7423
3 Se 1.8222 -1.4719 -1.0233
4 Se 1.4800 2.2747 -2.3981
5 Se 2.2909 -0.7804 -4.9595
6 Se 5.1394 0.6015 -2.2536
7 S -2.4091 3.0673 0.9079
8 Na 0.0326 0.4828 -0.8023
9 N -4.4997 -3.6290 -3.4452
10 N 0.6501 2.5028 1.0720
11 N -1.8266 -0.6850 -2.1348
12 N 0.1770 3.5876 0.3599
13 N 1.7960 0.5927 2.7954
14 N -1.3010 4.1855 -1.2413
15 N -1.5142 -0.8100 1.1088
16 C 4.0638 -0.5650 1.6546
17 C 3.6000 0.6595 1.2133
18 C 2.8950 3.5117 0.8098
19 C -1.3933 -0.1515 2.2620
20 C 3.4021 -1.1859 2.7009
21 C -2.2590 -2.7053 -3.3364
22 C 2.2802 -0.5652 3.2327
23 C -1.4073 -1.7153 -2.8736
24 C -1.1318 3.6111 -0.0231
25 C -1.1102 -0.8131 3.4513
26 C 1.9153 2.4539 1.2374
27 C -0.9871 -2.8486 2.2330
28 C -0.9053 -2.1802 3.4457
29 C 2.4581 1.1888 1.8012
30 C -3.6131 -2.6341 -3.0288
31 C -1.2952 -2.1228 1.0950
32 C -4.0516 -1.5587 -2.2573
33 C -3.1229 -0.6205 -1.8405
34 H -5.4616 -3.3408 -3.5136
35 H 3.8329 3.4051 1.3527
36 H -0.6796 -2.7115 4.3610
37 H 3.7122 -2.1552 3.0715
38 H 3.0955 3.4075 -0.2629
39 H 1.7356 -1.0285 4.0537
40 H -4.1927 -4.1596 -4.2437
41 H -0.8114 -3.9141 2.1711
42 H -5.0963 -1.4605 -1.9832
43 H -1.5454 0.9228 2.2320
44 H -2.2489 4.1327 -1.5771
45 H -1.8666 -3.5189 -3.9355
46 H 0.8209 3.9346 -0.3465
47 H 4.0728 1.1344 0.3579
48 H -3.4317 0.2208 -1.2274
49 H 4.8957 -1.0319 1.1428
50 H -0.3441 -1.7412 -3.0987
51 H -1.3575 -2.6045 0.1246
52 H -0.5894 3.9449 -1.9359
53 H 2.4906 4.5079 1.0021

Entry 2:
Molecular formula: C18H57N12O10
Method: DFT, ωB97M-V/def2-TZVPD

Output
strongest force on any atom	0.036	hartree/bohr
molecular weight	601.7	g/mol
frontier orbital gap	0.28578	hartree
relative energy (zero: lowest compared OMol25 entry of this formula, charge and spin)	0.00	kcal/mol
charge	-1
LUMO energy	2.0607	eV

Positions of all 97 atoms, in Å:
1 O 0.9788 0.6932 0.5459
2 O -2.8451 0.7993 5.7304
3 O 3.0977 4.3282 -2.0265
4 O 0.8955 -0.5336 3.0305
5 O 1.6918 -4.9689 -0.9862
6 O -4.3009 3.7324 0.6054
7 O -4.0374 0.2852 2.2989
8 O 2.6554 4.5692 2.8370
9 O -3.6116 0.6177 -2.8322
10 O 5.3390 1.0445 -1.3146
11 N 6.1872 -1.0776 -1.1432
12 N 2.5916 2.0737 -1.7915
13 N -4.2814 -0.1648 -5.6986
14 N 5.1563 -3.8588 -0.6446
15 N 4.0882 -0.5751 -0.3543
16 N -2.0406 3.5487 0.3756
17 N -1.4589 0.6490 3.8992
18 N -2.9856 5.5145 1.0866
19 N 0.7660 3.7080 1.8074
20 N 2.7761 2.7570 1.4352
21 N 0.9979 3.6759 -1.6238
22 N -0.5706 0.7394 5.9832
23 C -0.2478 0.3489 0.0212
24 C 4.0699 -4.8073 -1.0194
25 C -3.9905 0.9440 -1.5248
26 C -3.1698 4.2421 0.6491
27 C 2.3160 3.3864 -1.8266
28 C -1.7142 0.7536 5.2414
29 C -4.3647 1.3373 -3.7889
30 C 2.7716 -4.1890 -0.5026
31 C 1.3298 -1.8216 2.6187
32 C 5.2167 -0.1375 -0.9842
33 C -4.3251 -1.0085 1.7774
34 C -4.3890 2.2681 -6.0875
35 C 0.4850 -4.2448 -1.0723
36 C 2.1318 3.7410 2.0920
37 C -3.0080 -1.7566 1.7488
38 C -3.8423 1.1456 -5.1945
39 C 4.3424 -6.1973 -0.4423
40 C 1.6107 -2.7673 3.7642
41 H 0.5713 -2.2892 1.9712
42 H 3.9398 -4.8099 -2.1033
43 H 5.2390 -6.6556 -0.8678
44 H 2.1805 -2.3201 4.5828
45 H 0.7396 -3.0925 4.3421
46 H 0.3141 0.7298 5.5114
47 H -4.6616 0.9562 2.0097
48 H 0.4607 -3.7486 -2.0476
49 H -4.2066 2.0232 -7.1330
50 H -2.4191 -1.7950 2.6614
51 H -0.6597 1.0093 6.9452
52 H 3.5223 -6.8856 -0.6446
53 H -5.4680 2.3986 -5.9805
54 H -3.5059 0.2356 -0.8516
55 H 5.8394 -4.3776 -0.0993
56 H -3.7722 -0.3599 -6.5502
57 H 0.3303 -3.5436 -0.2463
58 H -2.0348 5.8206 1.1783
59 H 2.7217 -3.1445 -0.8135
60 H -3.8760 1.9669 -1.1511
61 H 2.2348 1.9721 1.0865
62 H 1.9624 1.5030 -1.2427
63 H -5.4479 1.1833 -3.7076
64 H 6.9809 -0.7768 -1.6770
65 H -1.0888 3.8693 0.4116
66 H 3.7655 2.7169 1.6047
67 H 5.6515 -3.6783 -1.5154
68 H -4.2310 2.4005 -3.5341
69 H -1.1595 0.5243 0.6319
70 H 0.2579 2.9982 -1.6109
71 H -4.1873 -0.9275 -5.0456
72 H -3.7733 6.0866 1.3148
73 H 2.1539 -1.7583 1.9007
74 H 4.5109 -6.1729 0.6368
75 H 0.1574 4.1929 2.4409
76 H -3.2023 -2.7685 1.3751
77 H 2.0618 -3.6507 3.3103
78 H 5.9622 -2.0355 -0.8981
79 H 3.4126 0.1400 -0.1334
80 H -2.3571 -1.3497 0.9684
81 H -5.0586 0.7315 -1.3523
82 H -0.4141 -4.8647 -1.0261
83 H -0.3078 -0.7606 -0.0274
84 H 1.0236 -0.0020 2.2074
85 H 3.5071 1.7271 -2.0321
86 H -0.4389 0.7663 -0.9834
87 H -4.7373 -0.8725 0.7730
88 H 3.9587 -1.5653 -0.2790
89 H -5.0918 -1.5611 2.3289
90 H 2.7715 -4.1924 0.5947
91 H -2.7498 1.1711 -5.1506
92 H -2.1965 0.6120 3.2146
93 H -0.5749 0.2088 3.6299
94 H 0.5529 2.7851 1.4299
95 H -2.2928 2.5686 0.3652
96 H -3.9532 3.2144 -5.7670
97 H 0.7709 4.6522 -1.6457

Entry 3:
Molecular formula: C50H67ClN3O10PPbSi2Te
Method: DFT, ωB97M-V/def2-TZVPD

Output
strongest force on any atom	0.006	hartree/bohr
molecular weight	1327.5	g/mol
frontier orbital gap	0.23577	hartree
relative energy (zero: lowest compared OMol25 entry of this formula, charge and spin)	0.00	kcal/mol
charge	-2
LUMO energy	3.7472	eV

Positions of all 136 atoms, in Å:
1 Pb 0.3237 0.5326 -0.1061
2 Te -3.1197 0.4883 1.3657
3 Cl -3.0565 2.9431 3.8366
4 P 2.7463 1.4561 -2.8725
5 Si -4.7213 -1.0184 -1.3018
6 Si -3.8131 -1.3397 4.2639
7 O 0.2276 -0.3574 2.5543
8 O 0.9587 -1.2229 4.4776
9 O 1.7860 -4.0015 -1.2816
10 O 2.1180 -1.7200 1.1575
11 O 3.4626 2.9076 -2.7721
12 O 0.3606 -1.6914 -0.9526
13 O 1.9650 1.3256 -4.1186
14 O -1.4816 2.3075 -0.4204
15 O 2.0926 1.2321 -1.5272
16 O 4.0447 0.5214 -2.9833
17 N -1.6049 1.6989 -2.6623
18 N 0.4766 3.2211 2.0555
19 N -0.8589 0.5706 -2.3111
20 C 4.7810 0.6778 -0.6292
21 C -0.7346 -5.6565 1.5168
22 C 1.2491 4.0005 -2.4607
23 C 0.3972 4.4233 1.4895
24 C -5.4236 -2.7566 -1.4534
25 C 0.6192 -5.8198 1.7723
26 C -3.3243 4.3221 -0.8832
27 C 3.0456 4.9226 -3.9331
28 C 1.0846 -3.1365 -4.7763
29 C -2.2684 -0.5823 4.9664
30 C 0.5966 -2.1004 -2.1652
31 C -4.2758 5.9213 -2.4080
32 C -1.8466 2.4637 -1.6328
33 C 1.7387 -2.2223 2.4316
34 C 4.1161 -3.5449 5.1073
35 C 2.9556 -3.2400 4.4182
36 C 3.3663 4.8445 -1.4390
37 C 4.2499 -2.2234 2.6828
38 C 1.3996 -4.7232 2.1047
39 C -1.6987 3.5715 2.9356
40 C -4.4685 -0.5284 2.7081
41 C 0.9173 -1.1467 3.2438
42 C 6.2134 1.4365 -2.5449
43 C 3.0080 -2.5787 3.1913
44 C -3.5706 -3.1780 4.0132
45 C 0.8479 -3.4486 2.1962
46 C -0.5978 -0.1743 -3.3163
47 C -0.5615 2.7878 2.7670
48 C 2.7580 4.1538 -2.6515
49 C -6.1100 0.0897 -0.7161
50 C -2.8754 4.1431 -3.2341
51 C 1.3275 -3.3004 -2.3809
52 C -2.6969 3.6695 -1.9367
53 C -4.1123 5.4421 -1.1154
54 C 5.1612 0.4327 -2.0860
55 C -3.2782 -1.0791 -0.1158
56 C 0.3822 -1.9657 -4.5971
57 C -4.1874 -0.4777 -3.0021
58 C -5.1870 -1.1581 5.5464
59 C 3.1759 -3.8391 -1.0433
60 C 1.5595 -3.7988 -3.6429
61 C 5.4200 -2.5276 3.3753
62 C -1.7717 4.8289 2.3765
63 C 5.6745 -0.9896 -2.2547
64 C -0.6926 5.2651 1.6282
65 C 0.1336 -1.4342 -3.3259
66 C -0.5109 -3.2939 1.9371
67 C -1.2929 -4.3893 1.5978
68 C 5.3590 -3.1909 4.5888
69 C -3.6566 5.2647 -3.4667
70 H -0.9469 -2.3008 1.9715
71 H -5.7260 1.0753 -0.4455
72 H 1.2731 -3.5286 -5.7672
73 H -2.3854 3.6173 -4.0428
74 H -2.1871 0.4723 4.7033
75 H 1.0741 -6.8004 1.6954
76 H 4.2943 -1.7037 1.7363
77 H 2.5672 5.9046 -3.9104
78 H -6.2082 -2.7878 -2.2144
79 H 3.4679 -4.5958 -0.3158
80 H 5.8136 2.4484 -2.4839
81 H 3.3913 -2.8505 -0.6295
82 H -4.3813 -3.6189 3.4265
83 H -5.2231 0.2133 2.9833
84 H 2.4590 -4.8564 2.2848
85 H -3.6831 0.4939 -2.9832
86 H -2.2773 -0.6572 6.0570
87 H 1.0223 3.4680 -1.5371
88 H -0.7091 6.2307 1.1411
89 H 0.7922 4.9916 -2.4127
90 H -3.2779 -2.0071 0.4599
91 H -6.6060 -0.3225 0.1667
92 H -5.0534 -0.4105 -3.6657
93 H -0.4867 1.7858 3.1852
94 H -4.9283 -1.6884 6.4666
95 H 6.3782 -2.2420 2.9572
96 H 0.0166 -1.4155 -5.4565
97 H -2.6286 -3.3958 3.5081
98 H -4.8806 6.8016 -2.5916
99 H 4.1223 5.0530 -4.0605
100 H -2.3372 -1.0683 -0.6761
101 H 2.6627 4.3581 -4.7839
102 H -6.1363 -1.5589 5.1799
103 H -3.4821 -1.1968 -3.4272
104 H 5.8338 -1.2029 -3.3128
105 H 4.9465 -1.7013 -1.8666
106 H 6.6172 -1.1189 -1.7180
107 H -1.3496 -1.0490 4.6003
108 H -4.6048 5.9380 -0.2866
109 H 1.5212 -2.0812 0.4677
110 H 3.2395 4.2096 -0.5610
111 H -6.8562 0.2130 -1.5052
112 H -3.7905 5.6275 -4.4792
113 H -1.3470 -6.5071 1.2419
114 H -4.6439 -3.4644 -1.7460
115 H -3.5484 -3.6764 4.9857
116 H 3.9782 0.0099 -0.3174
117 H -4.9776 -1.2671 2.0844
118 H 4.0523 -4.0549 6.0618
119 H -3.1882 3.9199 0.1115
120 H 2.8804 5.8063 -1.2577
121 H 6.4880 1.2376 -3.5827
122 H -5.3451 -0.1058 5.7983
123 H 7.1052 1.3597 -1.9188
124 H -2.3467 -4.2486 1.3885
125 H -0.9584 0.1726 -4.2858
126 H -2.6566 5.4381 2.5083
127 H 2.1265 -4.7194 -3.7328
128 H 4.4355 5.0098 -1.5895
129 H 1.9923 -3.5059 4.8300
130 H 4.4358 1.7003 -0.4781
131 H 6.2673 -3.4324 5.1289
132 H 5.6586 0.5014 -0.0023
133 H 3.7473 -3.9816 -1.9664
134 H -5.8518 -3.1043 -0.5096
135 H 1.2458 4.7218 0.8860
136 H 0.8017 3.4380 -3.2803

Entry 4:
Molecular formula: C22H52BrN3PS2
Method: DFT, ωB97M-V/def2-TZVPD

Output
strongest force on any atom	0.067	hartree/bohr
molecular weight	533.7	g/mol
frontier orbital gap	0.24788	hartree
charge	+1
LUMO energy	-2.9581	eV

Positions of all 81 atoms, in Å:
1 Br 2.8006 -0.9235 -0.9395
2 S -1.8013 1.7213 1.4390
3 S -6.4090 -2.6451 -1.8156
4 P -2.8796 0.5306 0.3587
5 N -0.2241 6.9889 -0.3145
6 N 4.1147 -6.6373 2.0052
7 N -2.2261 0.1877 -1.2903
8 C -0.8851 -0.4808 -1.4418
9 C -0.5923 7.7268 -1.5150
10 C 0.7630 -2.9769 -1.3813
11 C -5.1359 -1.9579 -0.6671
12 C -2.2471 1.5500 -1.9551
13 C -3.7078 -1.9459 -1.3094
14 C 4.1716 -4.4180 0.7390
15 C 5.8276 -5.4237 3.4682
16 C 1.0973 -1.8061 -0.4183
17 C 0.1586 7.0902 2.1377
18 C 2.9434 -6.3322 2.8049
19 C -2.0741 8.0351 -1.7398
20 C -1.9955 5.1708 -0.0086
21 C 4.2080 -5.9484 0.7297
22 C 5.3458 -6.7031 2.7813
23 C -0.1137 0.5503 -2.3488
24 C -0.7468 1.9419 -1.9121
25 C -0.5146 7.7030 0.9170
26 C -0.0516 -0.7904 -0.1785
27 C 1.6340 -6.5845 2.0690
28 C -3.3683 -0.5682 -1.9758
29 C -0.5514 5.5757 -0.3186
30 H -0.6458 -1.1370 0.6830
31 H 0.7942 -6.4634 2.7560
32 H -0.5545 2.6706 -2.7147
33 H -4.2592 0.0697 -1.8355
34 H -2.6349 7.1482 -2.0351
35 H -0.2605 5.1479 -1.2836
36 H 1.5982 -7.5995 1.6708
37 H -1.1235 -1.3444 -2.0795
38 H -2.0342 4.0955 0.1929
39 H -2.1776 8.7595 -2.5507
40 H 0.1004 5.0762 0.4067
41 H -3.7025 -2.7139 -2.0929
42 H -0.3355 2.3678 -0.9930
43 H -0.3134 -3.1597 -1.5091
44 H 1.2324 6.9804 1.9782
45 H 5.1125 -3.9884 1.0783
46 H 0.9514 0.7078 -2.1372
47 H -3.0124 2.2646 -1.6282
48 H -6.4570 -1.7575 -2.8641
49 H -2.6625 5.3637 -0.8500
50 H 3.3652 -4.0233 1.3621
51 H 5.1111 -6.2795 0.2112
52 H -1.5950 7.7800 1.1064
53 H 1.2401 -3.9004 -1.0273
54 H 1.1921 -2.7558 -2.3717
55 H -0.2040 7.1967 -2.3901
56 H 6.2385 -4.7089 2.7558
57 H -2.4232 1.4181 -3.0336
58 H 1.4861 -5.8823 1.2447
59 H -2.5452 8.4685 -0.8568
60 H 0.4068 0.1586 0.1387
61 H 2.9507 -6.9759 3.6882
62 H 3.3886 -6.3010 0.0946
63 H 5.0348 -4.9350 4.0365
64 H 6.1469 -7.0855 2.1429
65 H 6.6280 -5.6658 4.1709
66 H -5.4167 -0.9431 -0.3455
67 H 0.0123 7.7368 3.0040
68 H -4.1341 1.1683 0.1209
69 H -0.2578 6.1120 2.3873
70 H -0.1433 8.7260 0.8182
71 H -3.1557 -0.6544 1.0855
72 H -0.0483 8.6761 -1.4989
73 H 5.2108 -7.4699 3.5509
74 H -2.9349 -2.1959 -0.5658
75 H -0.1909 0.3677 -3.4296
76 H 1.3185 -2.2545 0.5590
77 H -5.1864 -2.5988 0.2217
78 H -2.3921 5.6784 0.8715
79 H 2.9511 -5.2955 3.1741
80 H 4.0048 -4.0514 -0.2781
81 H -3.2149 -0.6289 -3.0595

Entry 5:
Molecular formula: C15H45BrO17P5S
Method: DFT, ωB97M-V/def2-TZVPD

Output
strongest force on any atom	0.029	hartree/bohr
molecular weight	764.3	g/mol
frontier orbital gap	0.26728	hartree
relative energy (zero: lowest compared OMol25 entry of this formula, charge and spin)	5.36	kcal/mol
charge	+1
LUMO energy	-4.4065	eV

Positions of all 84 atoms, in Å:
1 Br 5.5800 3.5750 -6.1169
2 S 7.9174 4.8969 -4.0202
3 P 7.6958 3.3118 -5.5450
4 P -5.0164 1.0489 -3.2033
5 P -1.6349 0.6812 6.6288
6 P -2.1076 -5.3392 -0.8806
7 P 1.5289 0.4822 0.0652
8 O -2.7790 1.6867 7.0381
9 O -4.2157 0.7357 -4.3882
10 O 1.7684 1.1905 1.4621
11 O -3.3492 -5.9642 -0.1353
12 O -1.8163 -5.8756 -2.2095
13 O -0.6186 0.7977 7.8462
14 O 8.4664 4.0203 -6.7591
15 O 0.1818 0.6303 -0.4865
16 O -6.0570 2.2258 -3.3656
17 O -2.3563 -0.7030 6.8532
18 O -4.2169 1.5296 -1.9298
19 O 2.7029 1.0193 -0.8552
20 O -1.0342 0.8838 5.3081
21 O -5.8734 -0.1623 -2.6349
22 O 2.0093 -0.9950 0.3419
23 O -2.4588 -3.8013 -0.8075
24 O -0.9132 -5.4669 0.1654
25 C 0.8196 2.1799 1.9100
26 C -3.2977 0.5899 -1.3568
27 C 7.5243 2.6768 -2.2666
28 C 2.3650 1.6279 -2.1077
29 C -2.3622 -1.6745 5.7955
30 C -6.1837 2.8774 -4.6380
31 C -6.0902 -1.3096 -3.4724
32 C 0.7898 0.7245 7.5820
33 C -2.4280 3.0711 7.1529
34 C 1.2652 -1.7300 1.3264
35 C -4.0884 -7.0209 -0.7703
36 C 6.1053 2.6005 -1.6840
37 C 8.0296 4.1182 -2.3764
38 C -1.4399 -2.8825 -1.2206
39 C 0.1589 -6.3764 -0.1274
40 H 5.5266 3.4524 -2.0309
41 H 1.3147 2.7887 2.6611
42 H -1.8945 -1.9056 -1.3442
43 H -3.5543 -7.9645 -0.6726
44 H 7.4135 4.7388 -1.7403
45 H 1.1566 1.6942 7.2494
46 H 2.0199 2.6491 -1.9480
47 H 1.0160 -0.0261 6.8270
48 H -3.1393 -2.3965 6.0283
49 H -0.6673 -2.8226 -0.4565
50 H -3.8470 -0.1814 -0.8148
51 H -6.7716 2.2635 -5.3185
52 H 0.1946 -1.6129 1.1601
53 H 9.0509 4.2011 -2.0351
54 H -0.9989 -3.1934 -2.1685
55 H 8.1789 2.1962 -1.5500
56 H 1.5207 -1.3807 2.3263
57 H 3.2687 1.6472 -2.7132
58 H 7.6199 2.1003 -3.1760
59 H -6.7009 3.8173 -4.4667
60 H 5.6128 1.7099 -2.0468
61 H -6.2751 -1.0208 -4.5050
62 H -1.8597 3.2375 8.0678
63 H 6.7476 5.5561 -3.9705
64 H -0.2097 -7.2989 -0.5707
65 H -2.6816 0.1318 -2.1313
66 H -5.2250 -1.9690 -3.4305
67 H 6.1721 2.5892 -0.6084
68 H 0.6559 -6.6045 0.8120
69 H 1.2799 0.4543 8.5134
70 H 1.5993 1.0644 -2.6357
71 H 0.4903 2.8165 1.0908
72 H -1.8470 3.3975 6.2896
73 H 0.8683 -5.9082 -0.8080
74 H -3.3527 3.6378 7.1967
75 H 1.5285 -2.7797 1.2371
76 H -5.2089 3.0786 -5.0766
77 H -5.0436 -7.0952 -0.2587
78 H -2.6551 1.1240 -0.6642
79 H -2.5798 -1.2113 4.8359
80 H -1.4011 -2.1847 5.7485
81 H -4.2601 -6.8043 -1.8220
82 H -0.0396 1.6880 2.3607
83 H 9.3662 4.2779 -6.4740
84 H -6.9604 -1.8323 -3.0849

Entry 6:
Molecular formula: C2HBrN2O2
Method: DFT, ωB97M-V/def2-TZVPD

Output
strongest force on any atom	0.066	hartree/bohr
molecular weight	164.9	g/mol
frontier orbital gap	0.28744	hartree
relative energy (zero: lowest compared OMol25 entry of this formula, charge and spin)	133.23	kcal/mol
charge	0
LUMO energy	-0.7897	eV

Positions of all 8 atoms, in Å:
1 Br -3.2179 0.7992 -0.1393
2 O 2.2145 1.5313 -0.0037
3 O 2.9248 -0.5358 -0.1861
4 N 2.1503 0.3443 -0.1207
5 N 0.6421 -0.0844 -0.1276
6 C -0.5770 -0.1492 0.0236
7 C -1.8661 -0.4743 0.0517
8 H -2.2708 -1.4312 0.5021